DFT (the ωB97M-V functional and the def2-TZVPD basis) results for a 2-piece molecular cluster, C2H3O3S overall at a distorted geometry.

```
! wB97M-V def2-TZVPD RIJCOSX def2/J DEFGRID3
* xyz -1 3
C 0.48 0.85 0.74
C -0.23 1.64 1.33
O -0.17 -1.91 -1.98
O -0.08 0.42 -1.45
O -1.07 -1.25 0.16
S -0.17 -0.95 -0.97
H 1.12 -1.23 -0.13
H 1.20 0.18 0.61
H -1.07 2.26 1.68
*
```

Summary:
HOMO (spin up / spin down)	-0.4572 / -5.2180	eV
⟨S²⟩	2.005
DFT total energy	-701.6511	Eh
HOMO-LUMO gap (spin up / spin down)	4.6 / 7.2	eV
E_LUMO (spin up / spin down)	0.1524 / 0.0711	hartree

Mulliken atomic charge list, values in e, 5 entries: atom 1 (C): -0.132, atom 2 (C): -0.583, atom 3 (O): -0.585, atom 4 (O): -0.515, atom 5 (O): -0.590